The following is a DFT calculation (ωB97M-V/def2-TZVPD) of an isolated ion of composition C3H6NS2 and charge +1 in a non-equilibrium geometry.

Last columns: bonded neighbours and bond lengths (Å).
Positions of all 12 atoms, in Å:
1 C 0.021 0.817 -1.255  C2 1.552, S5 1.616, S6 1.720
2 C -0.781 0.700 0.069  C1 1.552, N4 1.452, H7 1.143, H8 1.187
3 C 0.662 -1.235 0.108  N4 1.478, S6 1.847, H9 1.010, H10 1.108
4 N 0.034 -0.162 0.906  C2 1.452, C3 1.478, H11 0.982, H12 0.991
5 S -0.058 2.102 -2.232  C1 1.616
6 S 1.237 -0.387 -1.430  C1 1.720, C3 1.847
7 H -1.191 1.662 0.530  C2 1.143
8 H -1.851 0.245 -0.171  C2 1.187
9 H 1.569 -1.407 0.518  C3 1.010
10 H -0.015 -2.083 -0.118  C3 1.108
11 H 0.695 0.391 1.377  N4 0.982
12 H -0.321 -0.643 1.696  N4 0.991

Results
net charge: +1
ΔE to the lowest compared entry with this formula, charge and spin: 25.0 kcal/mol
electronic energy: -26360.25219 eV
lowest unoccupied orbital energy: -4.51 eV
HOMO-LUMO gap: 8.43 eV
SMILES string: S=C1C[NH2+]CS1

Here are the Löwdin charges for atoms 1 to 2, given in e:
1 C -1.150
2 C -0.190